1.
{"formula": "C4H7NO", "method": "ωB97M-V/def2-TZVPD", "symbols": ["C", "C", "O", "C", "C", "N", "H", "H", "H", "H", "H", "H", "H"], "xyz": [[-1.345, -0.841, 0.071], [-0.773, 0.367, -0.663], [-0.067, 1.220, 0.237], [1.268, 0.904, 0.549], [1.708, -0.449, 0.134], [2.055, -1.489, -0.237], [-1.762, -0.483, 1.024], [-2.142, -1.316, -0.524], [-0.558, -1.578, 0.276], [-1.591, 0.972, -1.068], [-0.124, 0.071, -1.502], [1.384, 0.996, 1.638], [1.946, 1.625, 0.065]], "atomic_forces_ev_per_a": [[0.032, 0.007, 0.001], [-0.160, -0.217, -0.166], [-0.060, 0.078, -0.042], [0.120, -0.011, 0.022], [0.393, -0.860, -0.367], [-0.322, 1.148, 0.473], [-0.005, -0.221, -0.280], [0.303, 0.123, 0.225], [-0.366, 0.111, -0.005], [0.239, 0.034, 0.107], [-0.178, 0.054, 0.173], [0.102, -0.072, -0.256], [-0.098, -0.174, 0.115]], "nbo_charge": [-0.65, -0.07, -0.52, -0.16, 0.24, -0.31, 0.22, 0.22, 0.22, 0.19, 0.18, 0.23, 0.22], "relative_energy_kj_mol": 167.43, "lumo_ev": 0.85, "homo_energy_ev": -10.4, "fmax_ev_per_a": 1.3, "smiles": "CCOCC#N", "orbital_gap_ha": 0.4128}

2.
{"formula": "C4H7NO", "method": "ωB97M-V/def2-TZVPD", "symbols": ["C", "C", "C", "C", "N", "O", "H", "H", "H", "H", "H", "H", "H"], "xyz": [[1.839, 0.360, 0.765], [0.073, 0.062, -0.047], [-0.514, -1.366, -0.349], [-0.941, 1.212, -0.157], [1.357, 0.400, -0.666], [0.651, 0.042, 1.316], [2.906, 0.330, 1.137], [-1.394, -1.236, -1.083], [-0.831, -2.040, 0.425], [0.303, -1.885, -0.954], [-1.730, 0.988, 0.688], [-1.243, 1.010, -1.135], [-0.474, 2.124, 0.061]], "atomic_forces_ev_per_a": [[-2.385, -0.744, -7.539], [-0.330, -0.128, 1.234], [0.671, 0.785, -3.330], [-0.624, -3.256, 3.323], [2.696, -0.338, 6.327], [1.188, 0.127, 0.973], [-1.696, 0.317, 0.059], [1.273, -0.222, 1.121], [0.010, 0.365, 0.799], [-1.117, 0.457, 0.837], [1.050, 0.528, -2.047], [-1.315, 0.764, -1.605], [0.579, 1.344, -0.153]], "nbo_charge": [0.33, 0.38, -0.65, -0.61, -0.52, -0.49, 0.22, 0.22, 0.24, 0.24, 0.21, 0.22, 0.23], "relative_energy_kj_mol": 357.91, "lumo_ev": 0.89, "homo_energy_ev": -9.2, "fmax_ev_per_a": 7.9, "orbital_gap_ha": 0.3721}

3.
{"formula": "C4H7NO", "method": "ωB97M-V/def2-TZVPD", "symbols": ["C", "C", "O", "C", "C", "N", "H", "H", "H", "H", "H", "H", "H"], "xyz": [[1.672, -0.359, 0.796], [0.878, 0.499, -0.011], [0.572, 1.708, 0.233], [-0.373, -0.436, -0.527], [-1.640, -0.195, 0.191], [-1.388, 0.354, -1.143], [1.499, 0.349, -0.977], [1.966, -1.336, 0.421], [2.050, -0.058, 1.774], [-0.115, -1.389, -0.987], [-1.593, 0.484, 1.039], [-2.418, -0.955, 0.241], [-1.112, 1.335, -1.051]], "atomic_forces_ev_per_a": [[0.452, -0.097, 0.504], [-0.307, -0.881, -0.218], [-0.040, 0.231, 0.046], [0.129, 0.157, -0.152], [-0.110, -0.059, 0.295], [-0.110, 0.189, -0.267], [-0.065, 0.113, 0.076], [-0.157, 0.142, -0.015], [0.022, 0.025, -0.228], [0.017, 0.210, 0.131], [-0.011, -0.031, -0.138], [0.241, 0.083, -0.030], [-0.061, -0.081, -0.004]], "nbo_charge": [-0.14, -0.01, -0.63, -0.06, -0.27, -0.58, 0.30, 0.19, 0.20, 0.21, 0.21, 0.20, 0.39], "relative_energy_kj_mol": 557.63, "lumo_ev": [-1.05, -1.83], "homo_energy_ev": [-9.6, -8.9], "fmax_ev_per_a": 1.0, "orbital_gap_ha": [0.3153, 0.2611]}

4.
{"formula": "C4H7NO", "method": "ωB97M-V/def2-TZVPD", "symbols": ["C", "N", "C", "C", "C", "O", "H", "H", "H", "H", "H", "H", "H"], "xyz": [[-1.742, -0.340, -0.175], [-1.338, 0.928, 0.439], [-0.523, 0.361, -0.618], [0.715, -0.401, -0.266], [1.926, 0.215, 0.288], [1.011, -0.494, 1.120], [-1.584, -1.250, 0.407], [-2.633, -0.342, -0.793], [-0.861, 0.718, 1.316], [-0.498, 0.894, -1.569], [0.678, -1.355, -0.788], [2.918, -0.230, 0.196], [1.932, 1.296, 0.443]], "atomic_forces_ev_per_a": [[-0.294, -0.192, -0.078], [0.087, 0.122, 0.192], [0.068, -0.158, -0.211], [-0.056, 0.015, -0.108], [0.159, 0.133, -0.088], [-0.069, -0.092, 0.221], [-0.059, 0.179, -0.134], [-0.011, 0.185, 0.186], [-0.175, 0.118, -0.028], [-0.085, -0.053, 0.196], [0.815, -0.023, 0.027], [-0.317, -0.055, -0.110], [-0.063, -0.180, -0.066]], "nbo_charge": [-0.26, -0.57, -0.13, 0.04, -0.11, -0.50, 0.19, 0.20, 0.36, 0.21, 0.19, 0.19, 0.19], "relative_energy_kj_mol": 300.88, "lumo_ev": 1.15, "homo_energy_ev": -9.6, "fmax_ev_per_a": 0.8, "smiles": "C1N[C@H]1[C@H]1CO1", "orbital_gap_ha": 0.3948}

5.
{"formula": "C4H7NO", "method": "ωB97M-V/def2-TZVPD", "symbols": ["C", "C", "N", "C", "C", "O", "H", "H", "H", "H", "H", "H", "H"], "xyz": [[0.348, -1.378, 1.114], [0.304, -0.068, 0.364], [0.364, -0.093, -1.114], [-0.415, 1.155, -1.208], [-0.961, 0.781, 0.172], [-1.976, 0.970, 0.775], [1.331, -1.840, 0.968], [-0.415, -2.080, 0.769], [0.212, -1.198, 2.185], [1.056, 0.625, 0.786], [1.294, -0.057, -1.515], [-1.094, 1.253, -2.057], [0.194, 2.070, -1.109]], "atomic_forces_ev_per_a": [[-0.011, -0.027, -0.004], [0.051, -0.070, 0.299], [0.344, -0.045, -0.172], [-0.228, 0.253, -0.158], [-0.289, 0.131, 0.231], [0.472, -0.071, -0.194], [-0.151, 0.014, 0.071], [0.036, 0.147, -0.005], [-0.001, -0.057, -0.154], [-0.060, -0.093, -0.039], [-0.031, 0.049, 0.080], [-0.003, -0.092, 0.113], [-0.129, -0.137, -0.066]], "nbo_charge": [-0.62, -0.16, -0.60, -0.34, 0.61, -0.50, 0.21, 0.22, 0.22, 0.18, 0.36, 0.21, 0.19], "relative_energy_kj_mol": 169.56, "lumo_ev": 0.74, "homo_energy_ev": -9.6, "fmax_ev_per_a": 0.5, "smiles": "C[C@H]1NCC1=O", "orbital_gap_ha": 0.3813}

6.
{"formula": "C4H7NO", "method": "ωB97M-V/def2-TZVPD", "symbols": ["C", "C", "C", "N", "C", "O", "H", "H", "H", "H", "H", "H", "H"], "xyz": [[-1.732, 0.032, 0.963], [0.570, 0.233, -0.163], [1.953, -0.151, -0.257], [0.921, -1.106, 0.210], [-0.346, 0.866, -0.900], [-1.639, 0.790, -0.591], [-2.783, -0.153, 0.875], [-1.179, -0.900, 1.197], [-1.465, 0.787, 1.706], [2.386, -0.267, -1.241], [2.661, 0.124, 0.518], [0.681, -1.732, -0.563], [-0.028, 1.476, -1.756]], "atomic_forces_ev_per_a": [[-0.597, 0.968, -2.134], [0.791, 0.177, -1.415], [0.550, 0.085, -0.354], [-0.213, -0.367, 0.629], [0.923, -0.014, 0.730], [-0.217, -2.019, 3.017], [-0.508, -0.024, 0.374], [-0.033, 0.671, -1.090], [-0.059, 0.172, -0.578], [0.131, -0.266, -0.071], [-0.104, 0.097, -0.024], [-0.107, 0.178, 0.325], [-0.556, 0.340, 0.592]], "nbo_charge": [-0.26, -0.06, -0.27, -0.60, 0.15, -0.51, 0.20, 0.22, 0.20, 0.19, 0.20, 0.35, 0.19], "relative_energy_kj_mol": 496.14, "lumo_ev": 0.94, "homo_energy_ev": -7.8, "fmax_ev_per_a": 3.6, "smiles": "CO/C=C1/CN1", "orbital_gap_ha": 0.3215}

7.
{"formula": "C4H7NO", "method": "ωB97M-V/def2-TZVPD", "symbols": ["O", "C", "C", "N", "C", "C", "H", "H", "H", "H", "H", "H", "H"], "xyz": [[-2.899, 0.473, 0.599], [-1.938, -0.260, 0.573], [-0.562, 0.298, 0.779], [0.464, -0.546, 0.193], [0.766, -0.337, -1.214], [1.713, 0.100, -0.160], [-2.035, -1.345, 0.400], [-0.379, 0.364, 1.857], [-0.717, 1.345, 0.445], [0.209, 0.439, -1.735], [0.970, -1.232, -1.798], [2.620, -0.468, 0.036], [1.788, 1.170, 0.024]], "atomic_forces_ev_per_a": [[0.139, -0.528, -0.047], [-0.548, 0.316, 0.161], [-0.183, 0.203, 0.166], [-0.193, 0.167, 0.078], [-0.086, 0.050, -0.276], [0.204, 0.160, 0.071], [-0.005, -0.079, -0.009], [-0.041, -0.109, -0.004], [0.859, -0.218, -0.278], [0.071, -0.061, 0.040], [-0.055, 0.146, 0.154], [-0.174, 0.062, -0.024], [0.013, -0.110, -0.033]], "nbo_charge": [-0.52, 0.44, -0.35, -0.40, -0.26, -0.25, 0.12, 0.23, 0.20, 0.19, 0.21, 0.21, 0.19], "relative_energy_kj_mol": 238.23, "lumo_ev": 1.11, "homo_energy_ev": -9.7, "fmax_ev_per_a": 0.9, "smiles": "O=CCN1CC1", "orbital_gap_ha": 0.3983}

8.
{"formula": "C4H7NO", "method": "ωB97M-V/def2-TZVPD", "symbols": ["C", "N", "C", "C", "C", "O", "H", "H", "H", "H", "H", "H", "H"], "xyz": [[-1.517, 0.661, 0.026], [-0.356, -0.259, -0.209], [-0.456, -1.251, 0.636], [0.766, 0.222, -0.847], [2.061, 0.120, -0.256], [3.088, 0.620, -0.699], [-2.458, 0.115, 0.158], [-1.589, 1.389, -0.770], [-1.288, 1.163, 0.975], [0.413, -1.704, 1.073], [-1.452, -1.533, 0.941], [0.637, 0.806, -1.753], [2.085, -0.401, 0.732]], "atomic_forces_ev_per_a": [[-0.084, 0.226, -0.432], [-0.102, 0.145, 0.881], [0.203, -0.282, 0.060], [0.034, 0.210, 0.185], [-0.081, -0.028, -0.038], [-0.244, -0.241, 0.012], [0.321, 0.004, -0.294], [-0.054, 0.042, -0.192], [-0.089, 0.032, -0.455], [0.177, -0.618, -0.519], [0.162, 0.262, 0.476], [-0.277, 0.158, 0.425], [0.035, 0.092, -0.108]], "nbo_charge": [-0.39, -0.22, -0.16, -0.30, 0.33, -0.59, 0.21, 0.22, 0.22, 0.20, 0.19, 0.21, 0.08], "relative_energy_kj_mol": 348.06, "lumo_ev": [-0.27, -0.40], "homo_energy_ev": [-7.7, -7.6], "fmax_ev_per_a": 0.9, "orbital_gap_ha": [0.2718, 0.2640]}